6
Properties=species:S:1:pos:R:3:forces:R:3:lowdin_charge:R:1 method="wB97M-V/def2-TZVPD" gap_ev=10.3786 e_homo_ha=-0.4523 fmax_ev_per_a=3.427 de_lowest_ev=0.488 energy_ev=-20062.013
C 0.9804 -0.2987 1.0723 2.572 1.050 1.421 -0.490
O -1.0268 -0.4209 -0.0875 -1.418 -0.178 -2.625 -0.447
O 0.6370 0.0734 2.1163 -1.350 -0.354 -0.111 0.197
O -0.9016 1.2483 -1.8249 -0.515 -0.597 -0.629 -0.409
O 1.7021 -0.5454 0.1967 -0.780 -0.643 -1.055 0.180
S -1.3911 -0.0566 -1.4729 1.491 0.721 3.000 0.968

4
Properties=species:S:1:pos:R:3:forces:R:3:lowdin_charge:R:1 method="wB97M-V/def2-TZVPD" gap_ev=9.3995 e_homo_ha=-0.3681 fmax_ev_per_a=1.421 de_lowest_ev=0.000 energy_ev=-21660.619
C 1.7498 -2.0120 1.2016 0.442 0.488 -0.473 -0.015
O 2.3722 -1.3348 0.5437 -0.449 -0.483 0.470 0.008
P -1.9283 0.7431 -0.7177 -0.192 1.383 -0.229 0.000
P -2.1937 2.6037 -1.0276 0.199 -1.388 0.232 0.007

24
Properties=species:S:1:pos:R:3:forces:R:3:lowdin_charge:R:1 method="wB97M-V/def2-TZVPD" gap_ev=7.8817 e_homo_ha=-0.3082 fmax_ev_per_a=3.771 de_lowest_ev=0.820 energy_ev=-44101.093
Ca -15.6372 -6.8901 6.5360 1.144 -0.569 0.580 1.485
N -14.2934 -4.5883 8.2294 1.162 1.945 -0.035 -0.647
O -15.4495 -5.0281 8.2463 -2.920 -0.390 1.115 -0.134
O -13.5731 -5.0966 7.4012 2.250 -1.869 -2.380 -0.049
O -13.8701 -3.6473 8.8908 -1.054 -0.202 0.805 0.028
N -15.8725 -10.2378 4.9962 1.063 -3.075 -1.161 -0.632
O -16.0552 -9.2734 5.7622 -0.334 1.434 1.115 -0.150
O -16.0345 -10.1568 3.7847 -0.580 1.849 -1.206 -0.029
O -15.4852 -11.3495 5.3950 -0.118 0.686 1.612 -0.024
O -15.4404 -7.9478 8.6775 -0.081 -0.005 0.305 -0.106
H -15.5450 -8.8820 8.8580 0.009 -0.463 -0.300 0.078
H -15.4439 -7.5347 9.5409 0.028 0.444 0.168 0.070
O -16.3251 -5.0416 5.2916 -0.143 0.360 -0.228 -0.113
H -16.8029 -4.9681 4.4655 -0.096 -0.191 -0.327 0.077
H -16.3609 -4.1626 5.6687 0.089 0.303 0.437 0.077
O -13.4598 -7.9220 6.6926 0.268 -0.264 0.072 -0.125
H -12.9846 -8.3234 5.9650 -0.062 -0.167 -0.250 0.066
H -12.7832 -7.7197 7.3386 0.048 0.272 0.347 0.067
O -17.8511 -7.1620 7.0880 -0.580 0.087 0.032 -0.118
H -18.3303 -6.8854 7.8690 0.048 0.192 0.343 0.079
H -18.5040 -7.6137 6.5533 -0.062 -0.346 -0.326 0.078
O -14.6455 -7.0479 4.4267 0.115 0.208 -0.599 -0.125
H -14.1466 -6.3207 4.0545 0.146 0.396 0.017 0.076
H -14.4607 -7.7871 3.8474 -0.338 -0.636 -0.135 0.070

23
Properties=species:S:1:pos:R:3:forces:R:3:lowdin_charge:R:1 method="wB97M-V/def2-TZVPD" gap_ev=4.0716 e_homo_ha=-0.4983 fmax_ev_per_a=5.411 de_lowest_ev=0.000 energy_ev=-51826.672 charge=+1
Cd -3.4680 0.7111 1.1486 1.340 -0.926 -1.305 1.658
Cd 0.9862 -1.4294 2.4196 1.185 -2.500 -1.751 1.508
Cd 0.4774 0.4643 -1.7039 0.756 -0.872 0.336 1.496
N -2.8258 0.5325 -2.0282 2.743 -2.138 -1.831 -0.579
O -3.7961 0.8622 -1.3766 -3.408 1.425 3.953 -0.059
O -2.9322 0.3560 -3.2074 0.694 0.430 0.377 0.176
O -1.7621 0.2560 -1.3405 0.127 0.330 0.353 -0.227
N 2.6882 -1.3589 0.0670 2.272 2.264 0.840 -0.577
O 3.6403 -0.7869 -0.4312 -1.631 -0.465 -0.906 0.105
O 1.4836 -0.8468 0.0731 -1.322 0.766 -1.252 -0.279
O 2.8456 -2.2814 0.8455 -0.664 -1.685 1.280 -0.020
N 0.9292 1.4861 2.2051 2.915 -1.518 2.639 -0.516
O 1.7716 2.3306 2.2570 -1.199 0.498 -0.961 0.139
O 1.2912 0.3955 3.0285 -0.998 3.534 -0.697 -0.286
O -0.1312 1.4826 1.5951 -0.511 -0.275 -0.385 -0.070
N 1.1065 0.7799 -4.2472 0.533 1.738 0.754 -0.548
O 0.9388 -0.4219 -3.9222 -0.247 0.709 0.222 -0.072
O 1.2423 1.6876 -3.2327 -0.524 -1.252 -0.197 -0.232
O 1.1795 1.2480 -5.3302 -0.037 -0.928 -0.518 0.148
N -1.4453 -1.3563 3.3422 2.454 -1.256 -0.933 -0.532
O -0.5794 -1.5513 4.2611 -3.029 0.843 -1.478 -0.010
O -2.5218 -0.7603 3.4259 -0.409 0.711 0.440 -0.030
O -1.1185 -1.7992 2.1515 -1.040 0.568 1.021 -0.194

39
Properties=species:S:1:pos:R:3:forces:R:3:lowdin_charge:R:1 method="wB97M-V/def2-TZVPD" multiplicity=5 gap_ev="4.6097 / 4.6041" e_homo_ha="-0.0601 / -0.0599" fmax_ev_per_a=7.872 energy_ev=-112857.687 charge=-3
Cd -0.9071 -1.0985 -2.4660 0.498 -2.133 -0.156 1.445
Fe 1.5488 2.0300 1.6849 -0.614 -0.747 -1.805 1.063
Pb -1.9418 -2.3450 2.6542 0.622 1.923 -1.918 1.705
N -0.5425 -0.0741 0.5840 3.024 1.019 -0.705 -0.442
O -1.5824 -0.6565 0.9764 -1.563 -1.476 1.477 -0.220
O 0.1782 0.5437 1.4010 -1.771 -1.173 -0.393 -0.071
O -0.2131 -0.1673 -0.5903 0.119 0.673 1.651 -0.003
N -3.2144 1.0560 -2.2757 2.112 -0.645 -2.900 -0.567
O -3.1633 1.8302 -1.3550 -0.965 0.261 0.364 0.051
O -2.5275 -0.0295 -2.2250 -2.262 0.014 1.881 -0.269
O -3.6812 1.2282 -3.4122 -1.365 1.247 0.841 -0.027
N -1.6722 3.4349 2.0288 -4.000 3.919 0.157 -0.602
O -0.5224 3.0655 1.8379 3.087 -1.312 -1.107 -0.095
O -2.4610 3.8358 1.1232 1.842 -1.534 -0.377 -0.039
O -2.0704 3.6647 3.1743 0.498 -1.013 1.540 -0.058
N 3.8768 -0.1027 2.0271 2.621 0.118 -3.031 -0.527
O 3.9948 -0.9737 1.1371 -1.764 0.874 1.621 0.025
O 2.9569 0.7921 1.9774 -1.182 -0.420 0.871 -0.185
O 4.8077 0.1333 2.7705 0.180 -0.191 1.568 0.003
N 1.3516 -3.4204 -1.8435 0.422 -3.703 -3.942 -0.562
O 2.5576 -3.5069 -2.2049 -1.258 -0.111 1.941 -0.026
O 0.6313 -4.4558 -1.6334 1.383 1.128 1.200 -0.086
O 0.7608 -2.3820 -2.1443 -0.352 2.197 0.651 -0.171
N 0.3346 -0.5722 4.9605 0.350 -6.892 3.789 -0.531
O -0.1556 0.0720 5.9245 -0.065 1.459 -3.135 -0.032
O 1.0503 -1.5726 5.3214 1.058 1.524 0.480 -0.098
O -0.0086 -0.7880 3.7547 -2.440 2.784 -1.265 -0.259
N 0.5617 0.8830 -4.6090 -0.956 -2.086 1.503 -0.544
O 1.5371 1.6215 -4.7223 -1.254 -0.809 0.847 0.027
O 0.1617 0.2867 -3.4675 3.272 3.209 -0.981 -0.259
O -0.1594 0.5154 -5.5102 -0.136 0.642 -2.435 -0.031
N -3.6341 -2.7909 -0.3989 -0.193 -0.358 -0.875 -0.600
O -4.0011 -2.9741 0.8339 2.402 0.316 1.619 -0.236
O -4.5520 -2.6611 -1.1575 -1.051 0.343 -1.319 0.036
O -2.4579 -2.8287 -0.8157 -0.115 -0.087 1.692 -0.087
N 3.2834 2.0988 -0.7934 4.398 1.658 -4.108 -0.573
O 4.3626 1.7522 -0.2408 -1.773 0.279 0.349 -0.034
O 2.1586 1.8491 -0.3974 -2.852 -0.325 2.882 -0.076
O 3.3535 2.7067 -1.9086 0.045 -0.572 1.528 -0.044

16
Properties=species:S:1:pos:R:3:forces:R:3:lowdin_charge:R:1 method="wB97M-V/def2-TZVPD" multiplicity=2 gap_ev="2.7513 / 2.7533" e_homo_ha="-0.7174 / -0.7175" fmax_ev_per_a=7.996 energy_ev=-43139.100 charge=+4
Cd 22.0933 -17.2175 20.0336 0.944 -0.129 -0.358 1.180
Pb 19.8773 -17.3250 24.9453 -0.518 -2.641 -0.402 1.771
Pb 16.5787 -17.2750 19.0032 -0.042 -0.491 -0.159 1.874
Pb 15.9300 -15.3763 22.8098 -0.583 -2.072 0.472 1.700
N 19.1480 -20.4145 22.8838 -1.175 -3.833 -0.936 -0.655
O 18.3983 -20.9824 22.1190 -3.666 2.018 -1.337 0.112
O 20.1909 -20.8989 22.9541 7.270 -0.642 0.908 0.134
O 18.8109 -19.5992 23.7695 -1.551 4.750 2.315 -0.174
N 15.3450 -19.1111 22.8907 -4.234 -6.396 2.257 -0.598
O 14.2068 -19.1751 22.4381 1.139 0.637 -0.916 0.107
O 15.9256 -18.0428 23.0116 3.270 7.216 -0.663 -0.232
O 15.8774 -20.0581 23.4841 0.054 1.074 -1.134 0.151
N 18.7718 -16.8278 21.4324 1.199 -2.267 -4.518 -0.527
O 19.7090 -17.2390 20.6571 -2.085 1.301 1.997 -0.207
O 17.7319 -16.3184 20.9111 -1.838 1.768 -2.641 -0.473
O 18.5942 -17.0923 22.5529 1.816 -0.293 5.116 -0.163

21
Properties=species:S:1:pos:R:3:forces:R:3:lowdin_charge:R:1 method="wB97M-V/def2-TZVPD" multiplicity=3 gap_ev="5.3864 / 7.0756" e_homo_ha="-0.0123 / -0.0796" fmax_ev_per_a=8.095 energy_ev=-101862.238 charge=-2
Pt 0.7568 1.2135 -0.0483 1.877 2.054 -4.003 0.637
N -0.4553 0.6541 1.3214 -6.741 0.246 4.475 -0.572
S -1.8425 1.6380 1.3144 0.827 1.818 -0.851 0.564
O -3.1680 1.2068 1.7058 1.651 -0.222 0.666 -0.289
O -1.7606 2.3653 0.0873 -0.534 0.002 0.045 -0.351
F -1.3428 2.8090 2.3604 -0.809 -1.359 -0.100 -0.239
S -0.7911 -0.7468 2.0928 3.103 1.998 -0.656 0.495
O -1.7702 -1.4875 1.4270 -0.911 -1.627 -0.861 -0.246
O -0.8082 -0.7254 3.5089 0.075 0.032 0.843 -0.266
F 0.7076 -1.1183 1.6749 -0.690 -2.107 1.113 -0.221
N 0.7659 -0.6390 -0.9379 -0.039 -3.032 -2.303 -0.500
S -0.5512 -1.1325 -1.8569 1.617 2.461 1.106 0.496
O -1.1591 -2.2814 -1.3567 -1.234 -1.588 1.746 -0.251
O -0.4713 -1.1058 -3.2545 0.828 0.690 -2.040 -0.262
F -1.3870 0.1896 -1.4738 0.003 -1.395 -0.175 -0.226
S 2.2092 -1.3587 -1.2422 -3.712 5.321 -0.066 0.337
O 2.1285 -2.5606 -1.8402 -0.985 -7.332 -2.749 -0.226
O 2.9951 -1.1605 -0.1426 2.963 0.846 3.460 -0.240
F 2.7506 -0.5220 -2.4120 0.830 1.421 -0.543 -0.174
Cl 1.2219 2.2272 -2.1602 0.283 0.485 -0.759 -0.282
Cl 1.9716 2.5351 1.2323 1.596 1.287 1.653 -0.186

18
Properties=species:S:1:pos:R:3:forces:R:3:lowdin_charge:R:1 method="wB97M-V/def2-TZVPD" gap_ev=6.5946 e_homo_ha=-0.1681 fmax_ev_per_a=0.604 de_lowest_ev=0.000 energy_ev=-39867.148 charge=-1
Na -0.2372 -0.3223 0.8273 -0.180 -0.117 0.565 0.056
Cl -2.1982 -1.9684 2.0715 -0.018 0.348 -0.245 -0.541
Cl 2.0090 -0.1602 2.5557 0.069 -0.003 -0.291 -0.360
O 1.3858 -1.9738 0.2176 0.458 0.017 -0.305 -0.147
H 1.9507 -1.6364 0.9657 -0.445 0.079 -0.072 -0.082
H 1.4246 -2.9354 0.2280 -0.126 0.138 0.195 0.057
O 0.7244 2.0304 -0.4073 0.088 -0.034 -0.061 -0.053
H 0.2802 2.5895 -1.0526 0.084 -0.082 0.025 0.037
H 1.5170 1.6935 -0.8490 -0.188 -0.031 0.062 0.043
O -1.5936 -0.1651 -1.2059 0.004 -0.022 -0.251 -0.056
H -2.4577 0.2055 -0.9875 0.134 -0.120 0.101 0.060
H -1.2314 0.3830 -1.9112 -0.041 0.093 0.229 0.035
O -1.5603 1.5161 1.7463 -0.321 0.271 -0.052 -0.089
H -2.3155 1.1210 2.2069 0.332 -0.266 -0.005 0.029
H -1.1105 2.0727 2.3927 0.058 -0.232 -0.049 0.054
O 1.4275 -0.5619 -2.3576 -0.166 -0.277 0.344 -0.077
H 1.3496 -1.1463 -1.5661 0.178 0.349 -0.264 0.013
H 0.6357 -0.7418 -2.8746 0.081 -0.108 0.073 0.021